Record 1
{
  "formula": "C5H11N",
  "method": "ωB97M-V/def2-TZVPD",
  "total_charge": 0,
  "homo_energy_ev": -8.29,
  "smiles": "C=CC.C=CN",
  "e_above_lowest_kcal_mol": 69.67,
  "species": ["C", "C", "C", "H", "H", "H", "H", "H", "H", "C", "C", "N", "H", "H", "H", "H", "H"],
  "coordinates": [[2.918, 1.020, -3.357], [1.929, 0.490, -2.632], [2.167, -0.557, -1.625], [2.564, 1.872, -4.081], [3.933, 0.765, -3.292], [0.884, 0.953, -2.552], [1.952, -1.645, -1.759], [3.187, -0.680, -1.305], [1.847, -0.449, -0.499], [-3.036, -0.436, 3.754], [-2.319, -0.638, 2.636], [-2.660, -0.058, 1.445], [-3.824, 0.426, 3.649], [-3.121, -0.906, 4.679], [-1.311, -1.168, 2.697], [-3.184, 0.792, 1.443], [-1.929, 0.219, 0.799]],
  "lowdin_charge": [-0.02, -0.27, -0.17, 0.09, 0.03, 0.11, 0.08, 0.05, 0.10, -0.04, -0.33, 0.01, 0.08, 0.01, 0.12, 0.07, 0.08]
}

***

Record 2
{
  "formula": "C34H42ClN5O2PPtS2",
  "method": "ωB97M-V/def2-TZVPD",
  "total_charge": 1,
  "homo_energy_ev": -9.84,
  "e_above_lowest_kcal_mol": 0.00,
  "species": ["Pt", "C", "C", "N", "N", "C", "S", "S", "C", "C", "C", "C", "C", "C", "C", "C", "C", "C", "C", "C", "C", "O", "H", "H", "H", "H", "H", "H", "H", "H", "H", "H", "H", "H", "H", "H", "Cl", "C", "C", "C", "C", "C", "C", "C", "H", "H", "H", "H", "H", "H", "C", "C", "P", "C", "C", "C", "C", "H", "H", "H", "H", "H", "H", "H", "H", "H", "H", "H", "H", "H", "H", "H", "C", "N", "C", "C", "C", "N", "C", "O", "N", "H", "H", "H", "H", "H", "H", "H"],
  "coordinates": [[0.365, 1.138, -2.104], [2.575, 4.618, -1.387], [1.407, 3.682, -1.318], [1.665, 2.418, -1.440], [3.016, 2.013, -1.510], [3.241, 1.204, -2.482], [2.026, 0.651, -3.618], [4.828, 0.490, -2.648], [5.471, 0.677, -0.953], [4.835, -0.318, -0.018], [3.773, 0.046, 0.806], [3.168, -0.892, 1.632], [3.616, -2.206, 1.649], [4.681, -2.575, 0.837], [5.282, -1.637, 0.012], [0.020, 4.136, -1.086], [-0.229, 5.517, -1.025], [-1.478, 6.051, -0.788], [-2.549, 5.187, -0.601], [-2.348, 3.824, -0.638], [-1.087, 3.257, -0.873], [-1.016, 1.933, -0.797], [3.005, 4.542, -2.387], [3.349, 4.298, -0.691], [2.321, 5.650, -1.189], [5.320, 1.701, -0.625], [6.541, 0.494, -1.053], [3.427, 1.071, 0.795], [2.356, -0.587, 2.283], [3.157, -2.933, 2.308], [5.054, -3.590, 0.858], [6.112, -1.932, -0.621], [0.585, 6.209, -1.173], [-1.613, 7.122, -0.756], [-3.545, 5.579, -0.438], [-3.177, 3.139, -0.512], [-3.791, -1.195, -0.944], [-2.874, -2.384, -0.061], [-3.421, -3.655, 0.045], [-2.716, -4.657, 0.690], [-1.457, -4.387, 1.205], [-0.929, -3.112, 1.097], [-1.631, -2.071, 0.490], [-1.025, -0.701, 0.406], [-4.393, -3.848, -0.386], [-3.146, -5.646, 0.775], [-0.883, -5.169, 1.685], [0.072, -2.921, 1.464], [-1.400, -0.108, -0.428], [0.067, -0.697, 0.412], [-0.065, -1.018, 3.828], [-1.458, -0.587, 3.370], [-1.472, 0.375, 1.832], [-3.143, 1.045, 1.594], [-4.257, 0.401, 2.416], [-0.315, 1.740, 2.110], [-0.620, 2.500, 3.402], [-0.131, -1.538, 4.783], [0.592, -0.159, 3.972], [0.421, -1.689, 3.122], [-1.909, 0.046, 4.138], [-2.124, -1.442, 3.236], [-3.348, 0.954, 0.528], [-3.075, 2.118, 1.788], [-4.336, -0.670, 2.225], [-5.208, 0.853, 2.139], [-4.120, 0.550, 3.486], [-0.379, 2.383, 1.235], [0.697, 1.327, 2.121], [-1.664, 2.809, 3.463], [-0.015, 3.406, 3.427], [-0.381, 1.920, 4.292], [-2.435, -1.873, -4.484], [-1.415, -2.386, -3.570], [-1.157, -3.712, -3.456], [-0.191, -4.180, -2.638], [0.548, -3.202, -1.907], [0.270, -1.913, -1.992], [-0.693, -1.484, -2.813], [-1.003, -0.273, -2.935], [1.552, -3.556, -1.091], [-2.885, -2.712, -5.007], [-1.978, -1.193, -5.199], [-3.193, -1.333, -3.923], [-1.765, -4.364, -4.068], [0.012, -5.237, -2.567], [1.886, -4.502, -1.061], [2.129, -2.830, -0.696]],
  "lowdin_charge": [0.93, 0.00, -0.23, -0.19, -0.07, -1.09, 0.55, 0.92, -0.41, -0.29, -0.04, -0.09, -0.11, -0.09, -0.04, -0.10, -0.03, -0.08, -0.07, -0.03, -0.36, -0.32, 0.11, 0.09, 0.06, 0.08, 0.08, 0.10, 0.07, 0.10, 0.11, 0.12, 0.10, 0.11, 0.11, 0.11, 0.78, -0.57, -0.10, -0.07, -0.06, -0.06, -0.29, -0.24, 0.11, 0.11, 0.11, 0.10, 0.02, 0.09, -0.11, -0.31, 1.05, -0.32, -0.12, -0.30, -0.10, 0.09, 0.06, 0.04, 0.09, 0.09, 0.04, 0.09, 0.07, 0.09, 0.07, 0.07, 0.09, 0.08, 0.09, 0.07, 0.01, -0.02, -0.03, 0.02, -0.36, 0.18, -0.52, -0.16, 0.20, 0.10, 0.11, 0.08, 0.14, 0.12, 0.12, 0.10]
}